{"formula": "C13H16BrCl3N7OSSiTl", "method": "ωB97M-V/def2-TZVPD", "de_lowest_kj_mol": 519.4, "e_homo_ev": [1.88, 0.62], "total_charge": -2, "energy_ev": -157232.17039, "molar_mass_g_mol": 737.118, "gap_ev": [2.67, 3.92], "lumo_ev": [4.543, 4.532], "symbols": ["Tl", "N", "C", "C", "N", "C", "C", "N", "C", "C", "N", "H", "H", "H", "H", "H", "H", "C", "C", "C", "C", "C", "Br", "N", "C", "H", "H", "H", "H", "H", "H", "O", "N", "C", "N", "S", "H", "H", "H", "H", "Cl", "Si", "Cl", "Cl"], "positions_angstrom": [[-0.01704, 0.03698, 0.00812], [4.15759, -1.07795, -0.05381], [4.48506, 0.25499, -0.07259], [3.30626, 0.92223, -0.05967], [2.25350, 0.03424, -0.03115], [2.82338, -1.15922, -0.03054], [1.97111, -2.32456, -0.00914], [0.65557, -2.14284, 0.01097], [0.13558, -3.42214, 0.02905], [1.13594, -4.33756, 0.01913], [2.30303, -3.61756, -0.00532], [4.80769, -1.85458, -0.05703], [5.50225, 0.59602, -0.09332], [3.14797, 1.98376, -0.06803], [-0.92162, -3.59627, 0.04845], [1.12494, -5.41066, 0.02797], [3.24154, -3.99800, -0.01634], [1.84472, 5.69798, -0.17627], [1.42833, 4.40079, 0.46371], [1.39357, 4.23639, 1.82919], [1.00059, 3.01379, 2.37465], [0.65157, 1.99003, 1.52875], [0.10227, 0.26688, 2.65011], [0.68088, 2.13930, 0.15156], [1.06169, 3.31304, -0.32386], [2.10011, 6.44554, 0.57544], [1.03382, 6.10019, -0.78655], [2.72097, 5.54842, -0.81032], [1.67075, 5.05150, 2.48801], [0.97284, 2.88046, 3.44559], [1.06835, 3.37929, -1.40871], [-1.57065, 1.20484, 0.02928], [-3.54918, 0.15572, 1.63882], [-2.82961, -0.97318, 1.51827], [-2.61142, -1.64015, 2.68304], [-2.23611, -1.51008, 0.05578], [-4.16785, 0.27013, 2.42324], [-3.80207, 0.62371, 0.78251], [-2.65154, -1.13878, 3.55735], [-1.97467, -2.41886, 2.64653], [1.80035, -0.46424, -3.61412], [-0.04548, 0.00184, -2.69486], [-1.36843, -1.37653, -3.56192], [-0.58385, 1.82091, -3.58869]]}